[1]
Density functional theory data (ωB97M-V/def2-TZVPD) for a single C5H8N2 molecule.

Output
Kohn-Sham gap: 8.1 eV
SMILES string: CC1=C=C(N)CN1
Highest occupied orbital energy: -7.247 eV
LUMO level: 0.8473 eV
Relative energy (zero: lowest compared OMol25 entry of this formula, charge and spin): 2.384 eV

```
! RIJCOSX wB97M-V def2-TZVPD def2/J DEFGRID3
* xyz 0 1
C -0.6026 1.7026 1.6540
C -0.2088 0.7000 0.6101
C 0.8616 0.8266 -0.2953
C 0.7624 -0.3871 -0.9568
N 1.5569 -0.8087 -1.9812
C -0.4182 -1.2459 -0.5484
N -0.9361 -0.4508 0.5345
H -0.4581 1.2937 2.6615
H 0.0155 2.5946 1.5445
H -1.6594 1.9822 1.5629
H 1.7123 -1.7955 -2.1174
H 2.3507 -0.2104 -2.1580
H -1.1272 -1.2816 -1.3822
H -0.1772 -2.2701 -0.2373
H -1.7037 -0.7145 1.1291
*
```

***

[2]
Density functional theory data (ωB97M-V/def2-TZVPD) for an isolated ion of composition C3H5N2 and charge +1.

Output
Kohn-Sham gap: 9.1 eV
Highest occupied orbital energy: -15.349 eV
LUMO level: -6.2796 eV
Relative energy (zero: lowest compared OMol25 entry of this formula, charge and spin): 4.685 eV

```
! RIJCOSX wB97M-V def2-TZVPD def2/J DEFGRID3
* xyz 1 1
C 1.2083 -1.4636 -0.6937
C -0.6607 -0.0203 0.0827
C 0.6032 0.6118 0.0498
N -0.3168 -1.3623 -0.1396
N 1.5381 -0.1793 -0.3547
H -0.7089 0.2419 1.1833
H -1.6524 0.3501 -0.2995
H 0.7978 1.6276 0.2992
H -0.9053 -2.1732 -0.3251
H 2.5640 -0.1241 -0.3076
*
```

***

[3]
Density functional theory data (ωB97M-V/def2-TZVPD) for a 2-piece molecular cluster, C3H10OS overall.

Output
Kohn-Sham gap: 9.4 eV
SMILES string: CCSC.O
Highest occupied orbital energy: -8.570 eV
LUMO level: 0.8257 eV
Relative energy (zero: lowest compared OMol25 entry of this formula, charge and spin): 0.233 eV

```
! RIJCOSX wB97M-V def2-TZVPD def2/J DEFGRID3
* xyz 0 1
C -0.5746 -0.9790 -0.9429
C -0.1371 -0.8466 0.5121
S 0.6596 0.7584 0.8198
C 1.5415 0.3706 2.3562
H -1.0120 -0.0092 -1.2035
H 0.2619 -1.1227 -1.6139
H -1.3792 -1.6984 -1.0336
H -0.9669 -0.9555 1.2176
H 0.5784 -1.6200 0.7777
H 1.6791 1.3256 2.8629
H 2.5141 -0.0282 2.0861
H 1.0061 -0.3053 3.0114
O -1.6684 1.4414 -3.0709
H -1.0298 1.3488 -2.3607
H -1.4726 2.3199 -3.4184
*
```

***

Please write out number 3 again, unchanged.
Density functional theory data (ωB97M-V/def2-TZVPD) for a 2-piece molecular cluster, C3H10OS overall.

Output
Kohn-Sham gap: 9.4 eV
SMILES string: CCSC.O
Highest occupied orbital energy: -8.570 eV
LUMO level: 0.8257 eV
Relative energy (zero: lowest compared OMol25 entry of this formula, charge and spin): 0.233 eV

```
! RIJCOSX wB97M-V def2-TZVPD def2/J DEFGRID3
* xyz 0 1
C -0.5746 -0.9790 -0.9429
C -0.1371 -0.8466 0.5121
S 0.6596 0.7584 0.8198
C 1.5415 0.3706 2.3562
H -1.0120 -0.0092 -1.2035
H 0.2619 -1.1227 -1.6139
H -1.3792 -1.6984 -1.0336
H -0.9669 -0.9555 1.2176
H 0.5784 -1.6200 0.7777
H 1.6791 1.3256 2.8629
H 2.5141 -0.0282 2.0861
H 1.0061 -0.3053 3.0114
O -1.6684 1.4414 -3.0709
H -1.0298 1.3488 -2.3607
H -1.4726 2.3199 -3.4184
*
```